No. 1
Below is a cluster of 5 separate species, C10H12BrCl12N4O in total at a distorted geometry, with properties calculated with ωB97M-V/def2-TZVPD.

Properties
**Net charge**: +1
**Highest occupied orbital energy**: -12.723 eV
**2S+1**: 1

```
40
Properties=species:S:1:pos:R:3:forces:R:3:nbo_charge:R:1
O 1.101818 -0.456559 -3.832568 -0.118 -0.855 -0.321 -0.37
C 1.558413 -0.961096 -2.912888 0.635 1.378 0.339 0.94
N 2.157773 -1.294751 -1.873791 -0.882 -0.052 -0.288 -0.58
C 1.607369 -0.813313 -0.706752 0.093 -1.017 0.515 0.57
N 1.243210 -1.601209 0.320265 0.064 0.133 0.433 -0.51
C 0.775478 -0.775209 1.310187 0.887 -0.306 -0.445 0.19
N 0.834754 0.464288 0.933478 0.065 -0.039 -0.009 -0.20
N 1.352916 0.419787 -0.317235 0.541 0.330 -0.593 -0.14
C 1.588208 1.623139 -1.129098 -0.693 0.451 -0.365 -0.23
C 1.858162 2.868558 -0.305544 0.557 -0.090 -0.046 -0.45
C 3.196698 2.841264 0.466269 -0.799 0.710 0.038 -0.43
Br 2.879648 3.576915 2.252897 0.288 -0.317 -0.146 0.01
H 1.302466 -2.610212 0.368682 0.029 -0.017 -0.243 0.47
H 0.394967 -1.116033 2.259286 0.587 -0.150 -0.198 0.27
H 2.378909 1.402184 -1.847262 0.198 -0.092 0.264 0.24
H 0.682189 1.787928 -1.720970 -0.017 -0.027 0.081 0.23
H 1.905043 3.692802 -1.019206 -0.129 -0.027 -0.012 0.24
H 1.029477 3.088288 0.362907 -0.055 -0.202 -0.019 0.25
H 3.650578 1.857502 0.529867 -0.099 0.154 0.308 0.21
H 3.871755 3.548573 -0.003596 0.298 -0.258 0.065 0.24
C -1.700737 -2.712382 -1.054523 -0.291 0.065 -0.013 -0.30
Cl -2.921937 -2.999486 0.175169 0.059 -0.024 -0.010 0.06
Cl -0.568438 -4.069193 -1.163498 0.125 -0.012 0.029 0.00
Cl -2.429047 -2.377187 -2.620926 0.083 0.003 0.027 0.05
H -1.137970 -1.837291 -0.756272 -0.027 0.038 0.004 0.19
C 5.620461 0.079647 -2.610554 0.182 0.059 -0.120 -0.28
Cl 7.315104 0.521629 -2.652604 -0.088 -0.017 0.015 0.07
Cl 4.947334 0.328081 -0.988229 0.135 -0.148 0.030 -0.02
Cl 4.690635 1.003447 -3.797531 -0.092 -0.062 0.015 0.01
H 5.532789 -0.971483 -2.853444 -0.039 0.001 0.024 0.23
C -2.796910 -0.268665 3.762204 -0.274 0.052 0.009 -0.28
Cl -4.309576 -0.714984 2.984219 0.122 0.012 0.057 0.04
Cl -1.483576 -0.253148 2.548912 -1.412 0.413 0.753 -0.03
Cl -2.919291 1.282169 4.574886 0.075 -0.057 -0.075 0.05
H -2.551481 -1.023310 4.498227 0.057 -0.004 -0.034 0.23
C -8.109087 -0.614521 1.431002 -0.145 -0.048 -0.023 -0.29
Cl -9.073582 -0.045094 0.072355 0.043 0.014 0.022 0.03
Cl -9.054516 -1.670307 2.476161 0.043 0.026 0.009 0.03
Cl -6.654346 -1.445803 0.857065 -0.028 -0.010 -0.067 0.00
H -7.797388 0.245120 2.009790 0.025 -0.008 -0.008 0.23
```
Forces are in eV/Å.

***

No. 2
Below is the molecule C15H22BrN2O5P, with properties calculated with ωB97M-V/def2-TZVPD.

Properties
**Net charge**: 0
**SMILES**: CC(C)OP(=O)(OC(C)C)[C@H](NC(=O)c1ccccc1Br)C(N)=O
**Energy relative to the best compared isomer or geometry (same formula, charge and spin)**: 0.0 kcal/mol
**Highest occupied orbital energy**: -9.289 eV
**2S+1**: 1

```
46
Properties=species:S:1:pos:R:3:forces:R:3:nbo_charge:R:1
C 2.037894 -2.225376 -1.773469 -0.401 -0.046 -0.073 -0.63
C 0.640154 -1.832686 -2.238406 0.632 0.249 -0.529 0.12
C 0.482040 -0.329616 -2.387273 -0.170 -0.243 -0.112 -0.64
H -0.489951 -0.092804 -2.810534 -0.025 0.108 -0.029 0.23
H 0.554563 0.150394 -1.414998 0.074 0.134 0.015 0.21
H 1.258529 0.058047 -3.042750 0.084 0.003 -0.038 0.22
H 0.439331 -2.318528 -3.202709 0.029 0.119 0.187 0.19
O -0.333373 -2.408659 -1.361432 -0.256 0.119 0.609 -0.82
P -1.193830 -1.829819 -0.168076 0.068 0.385 -0.321 2.41
O -2.112538 -2.862201 0.324530 -0.246 -0.161 0.339 -1.12
O -1.882539 -0.518181 -0.743263 0.794 -0.531 0.072 -0.83
C -3.188925 -0.138747 -0.268575 -0.805 0.413 0.118 0.11
C -3.279408 1.375353 -0.367277 0.228 -0.312 0.153 -0.63
H -4.263534 1.704963 -0.047596 -0.148 0.040 0.001 0.21
H -2.529587 1.828011 0.274363 -0.009 0.084 -0.012 0.25
H -3.111227 1.691164 -1.394051 -0.039 0.035 -0.148 0.20
C -4.242209 -0.845253 -1.107897 0.334 -0.056 0.174 -0.63
H -4.105163 -1.920350 -1.028302 -0.090 -0.099 -0.013 0.23
H -4.146101 -0.552514 -2.150951 -0.016 0.071 -0.118 0.21
H -5.235229 -0.583790 -0.752965 -0.118 0.033 0.022 0.21
H -3.285077 -0.451275 0.776069 0.032 0.052 -0.055 0.19
H 2.775223 -1.886970 -2.496818 0.068 0.038 -0.088 0.21
H 2.266023 -1.792609 -0.803675 0.054 0.065 0.075 0.22
H 2.107010 -3.306479 -1.683681 0.056 -0.093 0.031 0.22
C -0.069359 -1.324076 1.244692 -0.613 -0.055 -0.625 -0.51
N 0.764694 -0.178113 1.036179 0.350 -0.356 -0.097 -0.64
C 0.323646 1.067685 1.337282 -0.001 -0.047 -0.155 0.66
O -0.836443 1.293164 1.616452 -0.119 -0.132 0.005 -0.61
C 1.367580 2.131874 1.250002 -0.013 0.289 0.106 -0.12
C 1.341922 3.229240 2.108464 -0.128 -0.024 0.101 -0.05
C 2.294462 4.232494 2.012685 -0.122 -0.039 0.070 -0.24
C 3.277462 4.157480 1.043870 -0.004 -0.083 -0.065 -0.17
C 3.312840 3.078106 0.175481 0.071 0.027 -0.024 -0.22
C 2.367997 2.075006 0.281807 -0.040 0.021 0.077 -0.19
H 2.393500 1.245395 -0.408512 -0.014 -0.096 -0.068 0.22
H 4.076305 3.017702 -0.584760 0.061 -0.005 -0.073 0.22
H 4.013991 4.942541 0.968028 0.067 0.073 -0.007 0.22
H 2.257659 5.066088 2.696834 -0.010 0.041 0.054 0.23
Br 0.036245 3.381496 3.476881 0.221 0.221 0.081 0.09
H 1.756278 -0.405071 1.056734 -0.146 0.123 0.079 0.44
C 0.823753 -2.518795 1.547702 0.068 0.059 0.249 0.67
O 2.035178 -2.399002 1.539588 0.280 0.017 0.035 -0.64
N 0.169996 -3.649107 1.831578 -0.015 -0.470 0.153 -0.81
H 0.706091 -4.494531 1.947484 0.023 0.108 -0.010 0.41
H -0.815103 -3.717938 1.612610 -0.104 -0.018 -0.035 0.44
H -0.760766 -1.143719 2.078654 0.055 -0.062 -0.113 0.27
```
Forces are in eV/Å.

***

No. 3
Below is the molecule C22H22N4O5S2 at a distorted geometry, with properties calculated with ωB97M-V/def2-TZVPD.

Properties
**Net charge**: 0
**SMILES**: CCN(CC)S(=O)(=O)c1ccc(OC)c(NC(=O)c2cc3c(=O)n4ccccc4nc3s2)c1
**Energy relative to the best compared isomer or geometry (same formula, charge and spin)**: 1.8 kcal/mol
**Highest occupied orbital energy**: -8.147 eV
**2S+1**: 1

```
55
Properties=species:S:1:pos:R:3:forces:R:3:nbo_charge:R:1
C 1.291193 6.178046 -4.613793 -0.087 -0.323 0.050 -0.61
H 2.209334 6.155203 -5.193360 0.104 0.037 -0.069 0.22
H 0.558379 6.788823 -5.134958 -0.064 0.104 -0.011 0.21
H 1.498929 6.631640 -3.647970 0.037 0.115 0.092 0.20
C 0.756170 4.758981 -4.446686 -0.352 0.343 -0.362 -0.22
N 1.732345 3.887894 -3.841078 0.251 -0.959 -0.505 -0.69
S 1.848895 2.349961 -4.447549 -0.253 0.210 -0.146 2.35
O 3.028125 1.747349 -3.906868 -0.125 -0.003 0.441 -0.94
O 1.709457 2.438185 -5.873341 -0.291 0.058 0.114 -0.95
C 0.407886 1.496001 -3.802189 0.437 0.287 -0.356 -0.35
C -0.759601 1.505277 -4.533925 0.034 0.049 -0.120 -0.19
C -1.893685 0.883559 -4.030891 -0.108 -0.080 0.139 -0.28
C -1.858158 0.278976 -2.783722 0.180 0.049 0.053 0.28
C -0.661297 0.290483 -2.032826 -0.069 0.230 -0.329 0.18
C 0.473075 0.887522 -2.561910 0.042 -0.149 0.203 -0.23
H 1.405065 0.860900 -2.023520 0.005 -0.039 0.089 0.27
N -0.690059 -0.330715 -0.787637 -0.354 -0.281 -0.009 -0.62
C 0.196699 -0.167837 0.239378 0.030 0.093 0.012 0.66
O 1.169857 0.556518 0.199184 0.077 0.039 -0.063 -0.59
C -0.125008 -0.953964 1.441485 0.004 -0.320 0.703 -0.31
C 0.615121 -0.951477 2.586855 -0.119 0.172 -0.544 -0.12
C 0.086418 -1.798105 3.586012 -0.493 -0.332 -0.057 -0.29
C -1.080833 -2.451378 3.174249 0.527 0.279 0.268 0.09
N -1.787062 -3.304907 3.908942 -0.523 -0.293 -0.188 -0.51
C -1.348257 -3.554924 5.118824 0.029 0.134 -0.235 0.41
C -2.066537 -4.462720 5.941093 0.047 -0.213 0.527 -0.23
C -1.646909 -4.750672 7.200832 -0.163 0.083 -0.424 -0.15
C -0.475757 -4.135292 7.700111 0.255 0.261 -0.163 -0.27
C 0.203706 -3.270126 6.910022 0.254 -0.224 0.868 0.05
N -0.205770 -2.972528 5.645365 -0.394 -0.140 -0.318 -0.40
C 0.599291 -2.036385 4.900122 0.125 0.209 -0.236 0.67
O 1.582846 -1.556224 5.415764 0.065 0.031 0.019 -0.59
H 1.106169 -2.757734 7.213131 -0.062 -0.022 -0.047 0.26
H -0.124024 -4.348775 8.695254 0.100 0.041 0.066 0.23
H -2.195329 -5.441239 7.821920 -0.091 -0.076 0.021 0.23
H -2.949669 -4.899669 5.505913 -0.065 -0.024 -0.051 0.24
S -1.518469 -2.016928 1.560035 0.295 0.069 0.228 0.41
H 1.507389 -0.364843 2.707681 0.152 0.134 -0.055 0.26
H -1.531309 -0.867545 -0.618215 0.152 0.121 -0.030 0.42
O -2.911347 -0.357322 -2.190129 0.546 0.120 0.108 -0.51
C -4.121726 -0.466973 -2.902969 -0.280 -0.048 -0.110 -0.25
H -4.790941 -1.030578 -2.254962 0.004 0.051 -0.095 0.20
H -3.984078 -1.008731 -3.843081 0.013 0.030 0.036 0.18
H -4.556960 0.515828 -3.106247 0.042 -0.034 0.007 0.18
H -2.797373 0.880771 -4.618539 -0.094 -0.024 -0.026 0.22
H -0.767832 1.973841 -5.504197 -0.077 0.026 -0.143 0.24
C 2.039132 4.048379 -2.432363 0.498 -0.044 0.395 -0.22
C 3.514084 4.376344 -2.233189 -0.235 -0.053 0.101 -0.61
H 4.112031 3.569415 -2.645684 0.105 -0.008 0.013 0.23
H 3.771351 5.301069 -2.742979 0.041 0.112 -0.042 0.20
H 3.732433 4.478349 -1.173208 0.090 0.035 0.125 0.21
H 1.408918 4.843902 -2.025393 -0.057 -0.115 -0.074 0.20
H 1.800836 3.122899 -1.900461 -0.085 0.142 0.154 0.21
H 0.549158 4.332479 -5.428734 -0.173 0.192 0.046 0.23
H -0.176186 4.772361 -3.860582 0.072 -0.052 -0.071 0.17
```
Forces are in eV/Å.

***

No. 4
Below is the ion C22H15F9IN2O7P2S2 with charge +1 at a distorted geometry, with properties calculated with ωB97M-V/def2-TZVPD.

Properties
**Net charge**: +1
**Highest occupied orbital energy**: -10.992 eV
**2S+1**: 1

```
60
Properties=species:S:1:pos:R:3:forces:R:3:nbo_charge:R:1
C -0.769802 -5.775827 1.103767 1.110 -0.036 0.148 -0.94
P -0.568701 -4.200924 2.148501 -1.861 0.666 1.161 1.07
O 0.027501 -4.636237 3.694003 0.708 0.432 -2.211 -0.93
C 0.676612 -3.032105 1.282168 1.394 0.315 -1.284 0.01
C 0.247364 -1.827807 0.494747 -0.284 0.040 -0.085 -0.17
C -1.202322 -1.524429 0.290659 0.178 2.391 -1.367 0.42
O -2.243478 -2.295135 0.791513 1.035 0.520 -0.120 -0.70
C -1.635826 -0.368474 -0.511648 2.407 -0.516 0.610 0.00
C -3.169221 -0.169318 -0.743848 -0.162 -1.509 0.655 -0.55
C -3.582536 -1.329082 -1.765659 0.780 -0.142 -0.980 0.79
O -2.783608 -1.643413 -2.608306 -0.669 0.078 0.637 -0.54
O -4.782506 -2.004308 -1.693264 0.887 1.874 1.048 -0.65
C -0.586504 0.545614 -1.080949 0.375 -1.645 2.049 -0.04
C -1.202930 1.711636 -1.912569 0.349 -1.359 -0.788 0.48
O -1.629960 1.401623 -2.995141 0.222 0.582 0.898 -0.39
C -1.388817 3.226071 -1.498633 1.083 1.757 -1.952 0.55
F -1.405117 3.919234 -2.714987 -0.266 -1.168 1.608 -0.29
F -0.281197 3.786109 -0.859221 -1.817 -1.235 0.037 -0.31
C -2.761041 3.626689 -0.828614 -0.782 1.916 -1.426 0.59
F -2.820983 5.013791 -0.905250 0.396 -1.956 0.394 -0.28
F -3.777538 3.199967 -1.676036 1.425 -0.165 1.588 -0.29
C -3.007007 3.236745 0.676532 -1.719 0.512 1.976 0.54
F -3.455391 4.385814 1.334500 0.783 -1.474 -0.843 -0.30
F -4.041244 2.321141 0.868725 1.610 0.943 -0.979 -0.30
C -1.785208 2.718455 1.519849 1.982 0.361 1.219 0.72
O -1.575402 1.592473 1.857176 -1.063 0.309 -1.018 -0.48
O -0.881490 3.711913 1.963109 -2.105 -0.536 -0.265 -0.70
C 0.866189 0.311000 -0.897987 -3.234 -0.491 -0.473 -0.01
C 1.768492 1.383782 -1.549604 0.494 0.967 0.973 -0.47
C 2.176149 2.396171 -0.359169 0.304 -0.517 -1.246 -0.46
C 2.676142 3.766298 -0.887179 1.453 -0.140 0.927 0.20
F 2.569727 4.175825 -2.214372 -1.669 -0.276 1.800 -0.31
C 3.290068 4.631216 0.002504 -0.272 0.096 -0.223 0.71
F 4.462843 4.312172 0.643279 -2.666 0.434 0.247 -0.30
F 2.770923 5.838360 0.355535 2.003 -1.172 -1.146 -0.28
C 1.262067 -0.891404 -0.133575 0.660 -0.077 -0.090 0.12
C 2.719474 -1.246912 0.044008 -1.414 -2.510 2.893 -0.40
P 4.228124 -0.413704 -0.618332 1.687 -0.905 -2.421 0.79
S 4.663790 -1.294457 -2.324942 -0.387 0.152 0.400 -0.55
C 3.030458 -2.472510 0.815891 0.032 1.805 -0.964 0.07
I 5.066036 -3.181404 1.126103 -1.338 0.347 -0.154 0.31
N 2.040771 -3.301950 1.383707 -1.208 2.323 -1.332 -0.22
N 2.449449 -4.454041 2.078738 -0.082 -1.447 -0.717 -0.38
C 2.487172 -5.459654 1.323501 -0.064 -0.381 -2.054 0.23
S 2.523635 -6.539659 0.148432 0.210 1.660 2.578 0.29
H -1.848551 -5.955076 0.868985 0.926 0.463 0.428 0.28
H -0.377252 -6.607635 1.757337 -0.349 0.690 -0.841 0.27
H -0.183119 -5.699756 0.144674 -0.679 -0.244 1.071 0.25
H 0.431724 -3.811727 4.027364 -0.220 -0.526 0.295 0.49
H -2.576793 -1.891897 1.620045 0.281 -0.345 -0.398 0.51
H -3.719673 -0.390131 0.217594 0.643 0.612 -0.889 0.24
H -3.459593 0.843069 -1.107059 0.233 -0.982 0.100 0.26
H -5.314517 -1.543889 -1.013508 -0.014 -0.516 -0.384 0.48
H -1.277525 3.999253 2.817004 0.579 0.225 -0.506 0.51
H 1.234606 2.060024 -2.283678 0.172 -1.187 0.748 0.26
H 2.645993 1.004652 -2.131818 -0.828 0.069 0.562 0.26
H 1.239427 2.477724 0.270189 1.098 0.436 -0.667 0.23
H 2.953257 1.972235 0.330494 -0.615 0.391 -0.560 0.23
H 5.403974 -0.575407 0.193270 -1.299 0.351 0.444 0.05
H 4.182914 0.969218 -0.878546 -0.434 -0.261 0.890 0.03
```
Forces are in eV/Å.

***

No. 5
Below is the ion C3H10NS with charge +1 at a distorted geometry, with properties calculated with ωB97M-V/def2-TZVPD.

Properties
**Net charge**: +1
**Energy relative to the best compared isomer or geometry (same formula, charge and spin)**: 68.3 kcal/mol
**Highest occupied orbital energy**: -14.260 eV
**2S+1**: 1

```
15
Properties=species:S:1:pos:R:3:forces:R:3:nbo_charge:R:1
C -0.222633 -1.530576 1.109388 1.417 -0.673 0.878 -0.16
N -0.532737 -2.522174 0.178190 1.123 1.685 -1.191 -0.74
H -0.857170 -1.510268 1.982229 -0.765 0.575 -0.165 0.24
H 0.816199 -1.627338 1.562153 -1.006 0.298 -1.223 0.24
H -1.433437 -2.459281 -0.281009 -0.558 -0.085 0.714 0.39
H 0.098150 -2.281664 -0.591598 0.228 -1.240 -0.038 0.37
C -0.839152 0.881077 -1.526370 1.480 -0.643 2.327 -0.52
S -0.290039 0.411546 0.428908 0.685 2.627 -1.235 0.24
C 1.328571 1.785359 0.558626 -1.531 -1.828 0.503 -0.49
H -1.914616 0.751759 -1.516500 0.187 -0.114 -0.371 0.25
H -0.163186 0.246204 -2.071166 -0.547 -0.607 -0.564 0.23
H -0.455433 1.892339 -1.683879 -0.488 0.005 0.566 0.24
H 1.986118 1.362315 1.323478 -0.159 0.190 -0.336 0.24
H 1.790436 2.031683 -0.392270 -0.143 -0.587 -0.115 0.24
H 0.688929 2.569019 0.919822 0.076 0.398 0.251 0.23
```
Forces are in eV/Å.

***

No. 6
Below is a structure of composition C5H4CuO2 at a distorted geometry, with properties calculated with ωB97M-V/def2-TZVPD.

Properties
**Net charge**: +2
**Energy relative to the best compared isomer or geometry (same formula, charge and spin)**: 33.0 kcal/mol
**Highest occupied orbital energy (spin up / spin down)**: -18.753 / -19.559 eV
**⟨S²⟩**: 0.755
**2S+1**: 2

```
12
Properties=species:S:1:pos:R:3:forces:R:3:nbo_charge:R:1
O 1.322703 -3.098089 0.453869 -0.306 1.830 -0.587 -0.19
C 1.199823 -2.028217 0.101636 0.329 -2.823 0.967 0.90
C 1.121655 -0.755091 -0.400561 -1.231 1.907 0.542 -0.48
C -0.104485 -0.214418 -0.698538 1.750 -2.693 -3.217 0.17
C -1.003816 -0.053579 -1.636990 0.104 2.155 1.342 -0.35
H 2.056771 -0.186241 -0.416166 -0.141 -0.150 -0.200 0.33
H -0.832162 -0.414951 -2.654078 0.175 -0.301 0.271 0.33
H -1.751283 0.739657 -1.551628 -0.480 -0.699 0.050 0.27
C -0.762673 1.256782 1.234596 3.152 0.650 1.455 0.24
O 0.339639 1.196876 1.821813 -2.500 0.041 -1.836 -0.53
Cu -0.699433 1.570971 3.344538 -0.561 0.194 1.229 1.07
H -0.886740 1.986300 0.401510 -0.290 -0.112 -0.016 0.23
```
Forces are in eV/Å.